{"formula": "C5H11NO", "method": "the ωB97M-V functional and the def2-TZVPD basis", "symbols": ["C", "H", "O", "C", "H", "H", "N", "H", "H", "C", "H", "H", "H", "H", "H", "C", "C", "H"], "coordinates": [[-1.5240, -1.5395, -1.3248], [1.7515, 2.2104, 1.2845], [0.5041, -2.1116, -0.1746], [-0.2949, -0.6337, 2.0522], [2.8377, 1.1633, 0.3520], [-0.8809, 0.0633, 2.6839], [-1.0054, -0.7590, 0.9415], [-1.5428, -0.5513, -1.7998], [0.9474, 0.6319, -1.2356], [0.9358, 1.5290, -0.6064], [1.4803, 0.4529, 1.2198], [-0.1036, 1.7414, -0.3293], [-2.5463, -1.7682, -1.0055], [-1.8967, -0.2921, 0.7649], [-1.1921, -2.2763, -2.0544], [-0.5509, -1.5454, -0.1751], [1.7952, 1.3252, 0.6382], [1.2856, 2.3598, -1.2315]], "lowdin_charge": [-0.0053, 0.0674, 0.1116, 0.0621, 0.0679, 0.0203, -0.0481, 0.0880, 0.0546, -0.1770, 0.0109, 0.0544, 0.0856, 0.1315, 0.0888, -0.5115, -0.1659, 0.0646], "homo_lumo_gap_ev": 9.12, "energy_ha": -327.016229, "relative_energy_kj_mol": 302.24, "e_homo_ev": -8.80, "multiplicity": 1, "fmax_ev_per_a": 0.5, "charge": 0}


{"formula": "ClH2PS2", "method": "the ωB97M-V functional and the def2-TZVPD basis", "symbols": ["H", "P", "H", "Cl", "S", "S"], "coordinates": [[-0.6597, 1.9272, -0.2834], [0.6011, 0.0142, 0.6012], [-1.7846, -1.2295, 0.8908], [2.2576, -0.9372, -0.0884], [-0.9046, -1.4197, -0.2295], [0.4902, 1.6450, -0.8908]], "lowdin_charge": [-0.2305, -0.0979, -0.1585, 0.0680, 0.1833, 0.2356], "homo_lumo_gap_ev": 9.62, "energy_ha": -1599.148425, "relative_energy_kj_mol": 0.00, "e_homo_ev": -9.35, "smiles": "SP(S)Cl", "multiplicity": 1, "fmax_ev_per_a": 2.4, "charge": 0}